[1]
The following is a quantum chemistry calculation of C23H19CaClN5O2 as an isolated structure, from OMol25.

Geometry (Å):
Ca (0.732, -0.008, 0.293)
C (-0.187, 1.281, 3.520)
N (0.393, 0.001, 3.033)
C (-0.146, -1.312, 3.492)
C (-0.634, -2.218, 2.354)
N (-0.430, -1.972, 1.067)
C (-1.056, -3.025, 0.376)
C (-1.179, -3.218, -0.996)
C (-1.898, -4.296, -1.453)
C (-2.437, -5.222, -0.552)
C (-2.325, -5.040, 0.820)
C (-1.652, -3.910, 1.275)
N (-1.365, -3.377, 2.539)
C (-0.641, 2.223, 2.385)
N (-0.455, 1.948, 1.103)
C (-1.065, 3.004, 0.390)
C (-1.156, 3.220, -0.990)
C (-1.823, 4.335, -1.436)
C (-2.392, 5.239, -0.545)
C (-2.278, 5.067, 0.812)
C (-1.619, 3.927, 1.282)
N (-1.322, 3.402, 2.560)
H (0.573, 1.812, 4.102)
H (-1.013, 1.065, 4.208)
H (1.367, 0.013, 3.281)
H (-0.943, -1.190, 4.228)
H (0.678, -1.857, 3.976)
H (-0.774, -2.501, -1.698)
H (-2.057, -4.474, -2.519)
H (-3.009, -6.051, -0.925)
H (-2.766, -5.731, 1.525)
H (-1.659, -3.763, 3.425)
H (-0.720, 2.515, -1.693)
H (-1.926, 4.489, -2.508)
H (-2.895, 6.106, -0.926)
H (-2.681, 5.810, 1.497)
H (-1.619, 3.768, 3.456)
Cl (5.603, -0.007, -5.243)
C (4.140, 0.002, -4.238)
C (2.819, -0.020, -4.760)
C (1.729, -0.019, -3.932)
C (1.847, 0.038, -2.518)
O (0.783, 0.071, -1.815)
C (3.163, 0.030, -1.987)
C (3.630, 0.001, -0.641)
O (3.004, -0.025, 0.440)
C (4.270, 0.005, -2.893)
H (2.667, -0.049, -5.829)
H (0.717, -0.052, -4.298)
H (4.729, -0.026, -0.592)
H (5.278, -0.008, -2.454)

Its relative energy (zero: lowest compared OMol25 entry of this formula, charge and spin) is 0.0000 eV. The calculation puts the HOMO energy at -10.42 eV. As for the total charge: +1. The calculation puts the orbital gap at 7.918 eV.


[2]
The following is a quantum chemistry calculation of BrClFHN3O as an isolated structure, from OMol25.

Geometry (Å):
N (0.314, 0.862, 1.092)
N (1.009, 1.315, 0.336)
N (-1.956, 2.038, -0.535)
O (-0.304, 0.391, 1.921)
F (2.467, -1.647, -0.832)
Cl (-0.302, -1.744, -0.295)
Br (-2.590, 0.573, -1.093)
H (1.363, -1.788, -0.595)

Its relative energy (zero: lowest compared OMol25 entry of this formula, charge and spin) is 3.8238 eV. The calculation puts the HOMO energy (spin up / spin down) at -5.34 / -5.31 eV. As for the total charge: -1. The calculation puts the orbital gap (spin up / spin down) at 7.397 / 7.442 eV.


[3]
The following is a quantum chemistry calculation of a 6-piece molecular cluster, C34H38O2S overall, from OMol25.

Geometry (Å):
O (5.103, -0.167, -2.080)
S (4.305, -1.130, -1.341)
O (3.712, -2.316, -1.899)
C (5.380, -1.676, 0.059)
C (4.699, -1.057, 1.395)
C (3.138, -0.947, 1.080)
C (3.038, -0.185, -0.234)
H (6.406, -1.475, -0.248)
H (5.275, -2.761, 0.085)
H (4.947, -1.698, 2.241)
H (5.090, -0.076, 1.668)
H (2.620, -0.366, 1.842)
H (2.705, -1.940, 0.954)
H (3.383, 0.848, -0.191)
H (2.076, -0.265, -0.741)
C (-0.895, -4.723, -2.462)
C (-1.273, -5.500, -3.485)
C (-0.353, -6.229, -4.231)
C (1.018, -6.136, -3.957)
C (1.433, -5.370, -2.879)
C (0.458, -4.737, -2.111)
H (-1.646, -4.233, -1.860)
H (-2.323, -5.559, -3.731)
H (-0.588, -6.841, -5.089)
H (1.690, -6.790, -4.493)
H (2.464, -5.217, -2.598)
H (0.765, -4.201, -1.225)
C (-3.351, -2.446, 1.773)
C (-4.081, -3.637, 1.938)
C (-4.450, -4.136, 3.188)
C (-3.974, -3.439, 4.272)
C (-3.304, -2.217, 4.197)
C (-2.994, -1.730, 2.921)
H (-3.013, -2.007, 0.845)
H (-4.362, -4.142, 1.026)
H (-4.903, -5.093, 3.401)
H (-4.199, -3.903, 5.221)
H (-3.164, -1.587, 5.063)
H (-2.616, -0.720, 2.847)
C (-1.995, 5.158, -2.929)
C (-1.712, 6.417, -2.214)
C (-2.328, 6.529, -0.955)
C (-3.136, 5.513, -0.427)
C (-3.392, 4.355, -1.106)
C (-2.806, 4.182, -2.337)
H (-1.526, 4.924, -3.873)
H (-1.171, 7.246, -2.646)
H (-2.230, 7.463, -0.422)
H (-3.373, 5.482, 0.627)
H (-3.975, 3.590, -0.616)
H (-3.058, 3.289, -2.890)
C (-0.335, -1.095, -1.946)
C (-0.408, -1.311, -0.551)
C (-0.439, -0.212, 0.326)
C (-0.471, 1.070, -0.186)
C (-0.497, 1.298, -1.563)
C (-0.309, 0.241, -2.457)
H (-0.289, -1.917, -2.645)
H (-0.427, -2.255, -0.026)
H (-0.485, -0.395, 1.390)
H (-0.503, 1.843, 0.567)
H (-0.527, 2.331, -1.876)
H (-0.230, 0.440, -3.515)
C (2.385, 3.266, 2.254)
C (1.345, 3.608, 1.384)
C (0.493, 4.735, 1.679)
C (0.552, 5.376, 2.903)
C (1.507, 4.983, 3.802)
C (2.435, 3.971, 3.461)
H (3.047, 2.418, 2.162)
H (1.287, 3.066, 0.451)
H (-0.264, 5.029, 0.967)
H (-0.084, 6.214, 3.149)
H (1.550, 5.438, 4.780)
H (3.154, 3.508, 4.121)

As for the SMILES: O=S1(=O)CCCC1.c1ccccc1.c1ccccc1.c1ccccc1.c1ccccc1.c1ccccc1. The calculation puts the HOMO energy at -9.12 eV. As for the total charge: 0. The calculation puts the orbital gap at 9.700 eV.


[4]
The following is a quantum chemistry calculation of one molecule with the formula C12H11N3O3S, from OMol25.

Geometry (Å):
O (-0.515, -3.285, -0.864)
C (-0.031, -2.504, -0.084)
C (1.392, -2.665, 0.492)
N (2.300, -1.650, 0.006)
C (2.349, -0.407, 0.532)
O (1.614, -0.039, 1.441)
C (3.359, 0.471, -0.063)
C (3.682, 1.769, 0.239)
C (4.728, 2.128, -0.637)
C (4.965, 1.029, -1.407)
O (4.148, 0.023, -1.072)
N (-0.633, -1.387, 0.403)
N (-1.873, -1.030, 0.031)
C (-2.363, 0.051, 0.495)
C (-3.680, 0.473, 0.144)
C (-4.335, 1.604, 0.565)
C (-5.629, 1.716, 0.031)
C (-5.945, 0.675, -0.789)
S (-4.671, -0.467, -0.927)
H (1.769, -3.647, 0.208)
H (1.342, -2.586, 1.583)
H (2.860, -1.857, -0.805)
H (3.221, 2.372, 0.994)
H (5.232, 3.071, -0.688)
H (5.665, 0.848, -2.199)
H (-0.095, -0.776, 1.036)
H (-1.801, 0.701, 1.179)
H (-3.897, 2.323, 1.235)
H (-6.297, 2.532, 0.244)
H (-6.860, 0.513, -1.322)

As for the SMILES: O=C(CNC(=O)c1ccco1)N/N=C/c1cccs1. Its relative energy (zero: lowest compared OMol25 entry of this formula, charge and spin) is 0.8673 eV. The calculation puts the HOMO energy at -8.04 eV. As for the total charge: 0. The calculation puts the orbital gap at 8.421 eV.


[5]
The following is a quantum chemistry calculation of one molecule with the formula C5H8N2, from OMol25.

Geometry (Å):
C (1.215, 1.311, 1.771)
C (0.453, 0.321, 0.932)
C (0.383, -1.112, 0.975)
C (-0.142, -1.425, -0.250)
N (-0.471, -0.287, -0.888)
C (-1.270, -0.092, -2.083)
N (-0.082, 0.784, -0.185)
H (2.038, 0.827, 2.310)
H (0.615, 1.880, 2.494)
H (1.639, 2.017, 1.050)
H (0.337, -1.725, 1.876)
H (-0.270, -2.385, -0.776)
H (-2.342, 0.082, -1.876)
H (-1.213, -0.978, -2.726)
H (-0.891, 0.780, -2.624)

As for the SMILES: Cc1ccn(C)n1. Its relative energy (zero: lowest compared OMol25 entry of this formula, charge and spin) is 0.9188 eV. The calculation puts the HOMO energy at -8.89 eV. As for the total charge: 0. The calculation puts the orbital gap at 9.935 eV.


[6]
The following is a quantum chemistry calculation of one molecule with the formula C2H5N3OS, from OMol25.

Geometry (Å):
H (-0.944, -0.037, -2.596)
N (-0.240, 0.486, -1.968)
C (-0.336, 0.184, -0.676)
N (0.609, 0.458, 0.263)
N (1.789, 0.956, -0.241)
S (-1.647, -0.858, -0.010)
C (-1.290, -0.835, 1.746)
O (-0.298, -0.418, 2.275)
H (0.853, -0.257, 0.967)
H (2.223, 0.203, -0.896)
H (1.338, 1.557, -1.021)
H (-2.057, -1.439, 2.158)

As for the SMILES: [H]/N=C(/NN)SC=O. Its relative energy (zero: lowest compared OMol25 entry of this formula, charge and spin) is 3.4124 eV. The calculation puts the HOMO energy at -9.15 eV. As for the total charge: 0. The calculation puts the orbital gap at 9.398 eV.


no.,energy (hartree)
1,-2449.923031
2,-3374.079211
3,-1866.948385
4,-1252.034923
5,-304.801728
6,-716.815305